Entry from the Open Molecules 2025 dataset: a 14-piece molecular cluster, ClH26O17 overall in a non-equilibrium geometry (the ωB97M-V functional and the def2-TZVPD basis).

Properties
Orbital gap: 9.3 eV
Total charge: -1
DFT total energy: -47748.110 eV
E_HOMO: -0.2612 hartree
2S+1: 1

CARTESIAN COORDINATES (ANGSTROEM)
Cl  0.0882  -0.0054  -1.3086
O  1.4832  -0.5094  -1.4071
O  -0.9357  -1.0811  -1.1330
O  -0.0264  0.9411  -0.1852
O  -0.2618  0.7550  -2.5506
O  -0.7388  -2.2628  1.9294
H  -0.1041  -2.7954  2.4020
H  -0.3809  -2.1183  1.0788
O  2.8142  1.7100  0.0303
H  2.4059  1.8688  -0.7866
H  2.8124  0.7519  0.1821
O  -0.0543  3.0096  2.2824
H  -0.7554  3.2768  1.6869
H  0.0754  2.0550  2.2884
O  -3.0038  1.1902  -1.8044
H  -2.2039  0.9819  -2.2527
H  -3.1071  0.5327  -1.1343
O  0.8951  -3.1255  -0.1714
H  0.4342  -3.8869  0.2235
H  0.6570  -3.0236  -1.0728
O  4.6418  -0.9802  -1.4785
H  4.6621  -0.6979  -0.5573
H  3.7210  -0.9412  -1.6074
O  -1.2764  3.2578  -0.4502
H  -1.9304  2.7659  -0.9681
H  -0.7843  2.4435  -0.3401
O  0.3171  0.3858  2.7694
H  1.2143  0.5349  2.9719
H  0.3788  -0.3140  2.0730
O  -3.4579  -0.8928  0.0169
H  -3.1621  -0.3686  0.7322
H  -2.6691  -1.2570  -0.3140
O  2.2894  -0.9868  1.1659
H  1.6807  -1.5223  0.5840
H  2.8103  -1.6442  1.6515
O  -2.1295  -3.7542  -1.0689
H  -1.6729  -3.0633  -1.6047
H  -3.0464  -3.5072  -0.9159
O  1.8305  2.8539  -2.2418
H  1.4388  2.3209  -2.9228
H  1.4438  3.7304  -2.3401
O  -2.2220  0.9761  1.8740
H  -1.4726  0.6667  2.3717
H  -2.6982  1.7286  2.3024